(1)
This record from OMol25 describes a molecular structure, CH4N4 at a distorted geometry. The level of theory is ωB97M-V/def2-TZVPD.

Output
Energy relative to the best compared isomer or geometry (same formula, charge and spin) (eV): 4.123
Largest force on an atom (eV/Å): 4.86
Highest occupied orbital energy (eV): -8.6
Gap between HOMO and LUMO (eV): 9.546

ORCA input file:
```
! wB97M-V def2-TZVPD RIJCOSX def2/J DEFGRID3
* xyz 0 1
C 0.215 0.162 0.107
N -0.721 0.972 0.490
N -0.589 -0.966 -0.090
N -1.673 -0.010 0.093
N 1.739 0.294 0.044
H -0.526 -1.485 -0.960
H -2.523 -0.156 0.745
H 2.204 -0.084 -0.765
H 1.874 1.273 0.335
*
```

(2)
This record from OMol25 describes a single C19H27N3O2 molecule. The level of theory is ωB97M-V/def2-TZVPD.

Output
SMILES string: CCCCN(CC)Cc1ccc(CNC(=O)Nc2ccccc2)o1
Energy relative to the best compared isomer or geometry (same formula, charge and spin) (eV): 1.858
Largest force on an atom (eV/Å): 0.87
Highest occupied orbital energy (eV): -8.1
Gap between HOMO and LUMO (eV): 8.862

ORCA input file:
```
! wB97M-V def2-TZVPD RIJCOSX def2/J DEFGRID3
* xyz 0 1
C 1.715 -1.332 -0.061
C 0.516 -1.515 -0.980
C -0.222 -0.201 -1.224
C -1.530 -0.438 -1.982
N -2.426 -1.323 -1.260
C -3.377 -2.036 -2.093
C -3.772 -3.365 -1.455
H -4.431 -3.916 -2.121
H -4.285 -3.214 -0.509
H -2.880 -3.958 -1.270
H -4.282 -1.437 -2.297
H -2.897 -2.246 -3.051
C -3.042 -0.683 -0.105
C -2.246 -0.900 1.141
C -1.858 -2.033 1.795
C -1.078 -1.608 2.897
C -1.056 -0.243 2.847
O -1.762 0.183 1.779
C -0.316 0.785 3.641
N 1.014 1.009 3.091
C 1.147 1.848 2.004
O 0.295 2.645 1.690
N 2.365 1.704 1.380
C 2.813 2.306 0.203
C 2.028 3.173 -0.550
C 2.531 3.713 -1.720
C 3.809 3.403 -2.154
C 4.591 2.539 -1.405
C 4.098 1.993 -0.236
H 4.712 1.316 0.345
H 5.589 2.288 -1.733
H 4.193 3.829 -3.068
H 1.914 4.384 -2.299
H 1.035 3.417 -0.214
H 3.023 1.058 1.793
H 1.640 0.220 3.159
H -0.214 0.475 4.682
H -0.844 1.738 3.576
H -0.608 -2.230 3.632
H -2.093 -3.041 1.522
H -3.142 0.404 -0.253
H -4.044 -1.097 0.040
H -1.289 -0.911 -2.938
H -2.006 0.536 -2.197
H -0.428 0.293 -0.276
H 0.404 0.475 -1.811
H -0.183 -2.225 -0.535
H 0.847 -1.924 -1.937
H 2.252 -2.271 0.064
H 1.382 -0.996 0.919
H 2.400 -0.592 -0.470
*
```

(3)
This record from OMol25 describes a molecular structure, C4H11N3O2 at a distorted geometry. The level of theory is ωB97M-V/def2-TZVPD.

Output
Energy relative to the best compared isomer or geometry (same formula, charge and spin) (eV): 6.067
Largest force on an atom (eV/Å): 5.42
Highest occupied orbital energy (eV): -8.5
Gap between HOMO and LUMO (eV): 8.745

ORCA input file:
```
! wB97M-V def2-TZVPD RIJCOSX def2/J DEFGRID3
* xyz 0 1
C -1.555 -0.212 1.293
C -1.385 -0.355 -1.565
C -0.856 0.727 0.342
O -1.091 1.895 0.120
H -2.626 -0.048 1.212
H -1.180 0.009 2.295
H -1.321 -1.251 1.094
H -2.276 0.264 -1.446
H -1.161 -0.251 -2.623
H -1.584 -1.383 -1.282
C 0.757 0.256 0.140
N 2.250 -1.461 0.794
N 1.644 1.383 0.137
O 1.111 -0.661 1.143
N 0.464 -0.327 -1.084
H 2.010 -1.911 -0.091
H 3.011 -0.805 0.605
H 1.215 2.166 -0.349
H 1.805 1.677 1.096
H 0.769 0.291 -1.831
*
```

(4)
This record from OMol25 describes 2 unconnected molecules or ions with the total composition C5H4O2. The level of theory is ωB97M-V/def2-TZVPD.

Output
Energy relative to the best compared isomer or geometry (same formula, charge and spin) (eV): 4.072
Largest force on an atom (eV/Å): 0.55
Highest occupied orbital energy (eV): -10.1
Gap between HOMO and LUMO (eV): 9.271

ORCA input file:
```
! wB97M-V def2-TZVPD RIJCOSX def2/J DEFGRID3
* xyz 0 1
C -2.376 -0.851 -0.103
C -2.591 -0.558 -1.311
C -2.085 -1.110 1.133
C 0.824 1.066 0.234
C 1.620 0.174 -0.668
O -1.802 -1.334 2.222
O -0.042 1.816 -0.117
H 1.075 0.967 1.312
H 1.929 0.706 -1.565
H 0.966 -0.640 -0.984
H 2.483 -0.238 -0.154
*
```

(5)
This record from OMol25 describes 23 unconnected molecules or ions with the total composition C39H108N16O23 at a distorted geometry. The level of theory is ωB97M-V/def2-TZVPD.

Output
Largest force on an atom (eV/Å): 3.64
Highest occupied orbital energy (eV): -9.0
Gap between HOMO and LUMO (eV): 9.087

ORCA input file:
```
! wB97M-V def2-TZVPD RIJCOSX def2/J DEFGRID3
* xyz 0 1
C -5.040 5.508 2.079
O -4.176 4.384 1.988
H -6.066 5.173 2.273
H -4.699 6.199 2.818
H -5.080 6.073 1.169
H -4.649 3.770 1.346
C -0.219 -3.294 -3.752
O 0.048 -2.936 -2.393
H -1.260 -3.607 -3.872
H -0.047 -2.410 -4.347
H 0.478 -4.153 -4.073
H 0.425 -3.707 -1.882
C 3.540 -1.673 -0.420
O 4.411 -2.863 -0.389
H 2.704 -1.894 -1.122
H 3.144 -1.405 0.571
H 4.004 -0.793 -0.875
H 4.952 -2.862 0.354
C -0.743 4.310 1.020
O -1.788 5.178 0.566
H 0.124 4.850 1.287
H -1.017 3.640 1.876
H -0.454 3.682 0.139
H -2.542 5.009 1.164
C 3.358 -1.321 -4.310
O 4.199 -2.190 -5.087
H 2.477 -1.840 -4.071
H 3.786 -0.890 -3.408
H 3.087 -0.517 -4.975
H 4.595 -2.831 -4.484
C 2.732 7.558 3.394
O 2.139 6.523 2.591
H 2.065 7.859 4.169
H 3.650 7.226 3.922
H 3.016 8.417 2.796
H 2.659 5.718 2.718
C 0.434 1.332 -3.764
O 0.458 1.989 -2.498
H 1.271 1.519 -4.358
H 0.399 0.258 -3.555
H -0.444 1.642 -4.381
H 0.984 2.820 -2.586
O -4.969 -2.756 -2.973
C -5.532 -2.353 -3.976
N -4.858 -1.671 -4.922
C -7.040 -2.410 -4.314
H -3.854 -1.622 -4.784
H -5.125 -1.705 -5.886
H -7.364 -1.587 -4.958
H -7.707 -2.417 -3.453
H -7.196 -3.303 -4.890
O -1.726 -2.128 6.317
C -1.029 -2.938 5.647
N -0.238 -3.824 6.265
C -1.001 -2.882 4.173
H -0.307 -3.849 7.269
H 0.264 -4.533 5.706
H -1.993 -3.162 3.749
H -0.206 -3.544 3.775
H -0.754 -1.866 3.930
O 0.526 -1.892 0.971
C 0.386 -0.744 0.590
N 0.232 -0.412 -0.677
C 0.218 0.339 1.673
H 0.329 -1.166 -1.311
H 0.196 0.562 -1.029
H -0.728 0.245 2.155
H 0.299 1.354 1.239
H 1.042 0.278 2.443
O 3.463 0.168 5.056
C 3.393 1.269 4.519
N 4.441 1.651 3.735
C 2.169 2.184 4.644
H 5.109 0.953 3.579
H 4.555 2.546 3.322
H 1.311 1.705 4.201
H 2.363 3.171 4.272
H 2.057 2.224 5.709
O -2.664 5.077 -3.576
C -3.589 4.687 -2.885
N -3.480 4.563 -1.561
C -4.956 4.461 -3.477
H -4.191 4.211 -0.952
H -2.546 4.776 -1.142
H -4.927 3.505 -3.994
H -5.272 5.240 -4.208
H -5.752 4.483 -2.741
O 1.549 -4.914 -1.164
C 2.082 -4.985 -0.040
N 1.772 -4.273 0.995
C 3.208 -5.962 0.114
H 1.921 -4.562 1.946
H 1.038 -3.577 0.815
H 2.954 -6.727 -0.606
H 3.219 -6.380 1.107
H 4.157 -5.424 -0.196
O 2.316 0.907 -8.339
C 2.507 -0.230 -7.981
N 3.823 -0.764 -7.988
C 1.383 -1.201 -7.508
H 4.597 -0.096 -8.015
H 3.934 -1.562 -7.410
H 1.306 -1.937 -8.251
H 0.475 -0.559 -7.479
H 1.583 -1.678 -6.557
O 1.756 4.423 -2.416
C 1.212 5.545 -2.511
N 0.011 5.764 -3.156
C 1.841 6.863 -2.059
H -0.291 6.695 -3.344
H -0.603 5.028 -3.482
H 1.496 7.176 -1.032
H 1.512 7.681 -2.731
H 2.974 6.825 -2.094
O -1.426 -6.285 -1.445
C -0.804 -7.126 -0.903
N -0.327 -6.989 0.358
C -0.452 -8.517 -1.471
H 0.352 -7.650 0.673
H -0.325 -6.104 0.800
H 0.581 -8.596 -1.785
H -1.025 -8.699 -2.340
H -0.590 -9.312 -0.730
O 3.528 3.965 2.470
C 3.220 3.787 1.310
N 3.149 4.741 0.376
C 2.820 2.372 0.879
H 2.950 4.618 -0.573
H 3.279 5.737 0.626
H 1.743 2.426 0.655
H 3.059 1.713 1.723
H 3.446 2.078 0.073
O -0.590 6.439 6.475
C -0.674 5.461 5.720
N -0.378 4.194 6.154
C -1.040 5.581 4.311
H -0.581 3.462 5.496
H -0.237 4.114 7.118
H -1.375 4.630 3.920
H -0.149 5.823 3.774
H -1.779 6.386 4.292
O -3.720 -1.808 0.977
C -3.453 -2.935 0.574
N -2.134 -3.280 0.396
C -4.506 -3.975 0.172
H -1.316 -2.686 0.571
H -2.029 -4.087 -0.206
H -4.127 -4.965 0.487
H -4.572 -4.059 -0.892
H -5.468 -3.706 0.623
O 4.880 -5.502 -4.640
C 3.932 -5.236 -3.944
N 3.965 -4.379 -2.902
C 2.457 -5.595 -4.275
H 4.774 -3.980 -2.455
H 3.148 -4.316 -2.339
H 2.114 -4.760 -4.877
H 1.869 -5.656 -3.341
H 2.354 -6.533 -4.885
O 2.249 -4.513 3.917
C 2.945 -3.514 3.934
N 2.541 -2.311 3.570
C 4.322 -3.554 4.437
H 3.087 -1.483 3.939
H 1.556 -2.210 3.414
H 4.748 -4.522 4.437
H 4.282 -3.339 5.485
H 4.974 -2.781 4.047
O -1.299 2.302 3.948
C -1.928 1.335 4.361
N -1.277 0.416 5.054
C -3.440 1.224 4.113
H -0.389 0.703 5.367
H -1.630 -0.430 5.435
H -3.823 2.244 4.115
H -4.054 0.624 4.843
H -3.615 0.863 3.132
O -5.191 2.545 0.085
C -4.669 1.444 0.034
N -5.335 0.318 -0.123
C -3.107 1.353 0.121
H -4.829 -0.558 -0.301
H -6.317 0.308 -0.468
H -2.700 1.874 -0.729
H -2.745 0.410 0.371
H -2.893 2.041 0.973
*
```

(6)
This record from OMol25 describes a single C4H8O2 molecule at a distorted geometry. The level of theory is ωB97M-V/def2-TZVPD.

Output
SMILES string: C[C@H]1O[C@H]1CO
Energy relative to the best compared isomer or geometry (same formula, charge and spin) (eV): 3.592
Largest force on an atom (eV/Å): 4.19
Highest occupied orbital energy (eV): -10.3
Gap between HOMO and LUMO (eV): 11.278

ORCA input file:
```
! wB97M-V def2-TZVPD RIJCOSX def2/J DEFGRID3
* xyz 0 1
C 1.541 0.617 0.079
C 0.855 -0.646 0.540
O -0.119 -0.469 1.564
C -0.567 -0.883 0.235
C -1.371 0.135 -0.852
O -1.652 1.297 -0.132
H 0.821 1.439 0.006
H 2.002 0.459 -0.901
H 2.331 0.910 0.780
H 1.495 -1.521 0.666
H -0.981 -1.888 0.283
H -2.292 -0.377 -1.154
H -0.687 0.294 -1.689
H -1.375 0.634 0.576
*
```